Entry 1:
DFT (ωB97M-V with the def2-TZVPD basis set) results for 2 unconnected molecules or ions with the total composition C10H17NSi in a non-equilibrium geometry.

Element x y z (Å)
C  -2.942  1.899  0.118
C  -2.938  1.165  -1.069
C  -1.805  2.174  0.808
C  -1.754  0.511  -1.433
C  -0.605  1.554  0.420
C  -0.590  0.658  -0.673
C  -0.422  -2.549  1.770
C  1.914  1.667  -2.251
C  1.109  -2.704  1.933
C  1.667  -1.372  1.528
N  2.270  0.424  -1.649
Si  0.906  -0.351  -0.903
H  -3.839  2.206  0.457
H  -3.978  0.807  -1.508
H  -1.847  2.693  1.758
H  -1.638  -0.113  -2.355
H  0.330  1.793  0.912
H  -0.749  -1.907  2.516
H  -0.490  -1.920  0.860
H  -0.991  -3.524  1.752
H  1.800  1.341  -3.348
H  0.982  2.211  -2.008
H  2.773  2.378  -2.160
H  1.598  -2.891  2.941
H  1.534  -3.502  1.367
H  2.703  -1.152  1.266
H  1.265  -0.578  2.064
H  3.050  0.501  -1.167
H  0.687  -1.416  -1.943

Calculated values
Total charge = 0
Frontier orbital gap = 0.303 hartree
E_LUMO = 0.60 eV
DFT total energy = -735.356481 a.u.
Relative energy (zero: lowest compared OMol25 entry of this formula, charge and spin) = 3.387 eV

Entry 2:
DFT (ωB97M-V with the def2-TZVPD basis set) results for 2 unconnected molecules or ions with the total composition C10H17O3 in a non-equilibrium geometry.

Element x y z (Å)
O  0.552  0.356  0.738
O  -0.343  0.257  1.608
H  3.046  1.958  -3.536
O  3.139  1.026  -3.790
C  2.487  0.192  -2.815
C  2.813  -1.255  -3.313
C  1.544  -1.955  -3.769
C  0.687  -0.984  -4.617
C  0.109  -0.439  -3.275
C  1.018  0.533  -2.667
C  0.620  1.840  -2.178
C  0.457  -1.860  -2.647
C  -0.674  -2.846  -2.897
C  0.921  -1.904  -1.217
H  3.001  0.329  -1.838
H  3.522  -1.212  -4.146
H  3.270  -1.829  -2.502
H  1.669  -2.969  -4.174
H  1.241  -0.267  -5.236
H  -0.059  -1.507  -5.215
H  -0.962  -0.202  -3.270
H  -0.391  2.099  -2.532
H  0.609  1.941  -1.078
H  1.288  2.633  -2.557
H  -1.549  -2.584  -2.283
H  -0.992  -2.859  -3.949
H  -0.363  -3.865  -2.620
H  0.085  -1.686  -0.548
H  1.301  -2.904  -0.970
H  1.719  -1.186  -1.006

Calculated values
Total charge = 0
Frontier orbital gap (spin up / spin down) = 0.289 / 0.320 hartree
E_LUMO (spin up / spin down) = 0.80 / -1.08 eV
DFT total energy = -616.736975 a.u.
<S²> = 3.7631
Spin multiplicity = 4
Relative energy (zero: lowest compared OMol25 entry of this formula, charge and spin) = 0.207 eV

Entry 3:
DFT (ωB97M-V with the def2-TZVPD basis set) results for a single C10H17P molecule in a non-equilibrium geometry.

Element x y z (Å)
C  1.130  0.609  -0.002
C  0.930  -0.818  0.115
C  -0.008  1.217  -0.269
C  -0.324  -1.117  -0.360
C  -1.030  0.171  -0.564
C  2.478  1.356  0.202
C  1.896  -1.811  0.693
C  -0.148  2.722  -0.087
C  -0.997  -2.482  -0.280
C  -2.121  0.418  -1.502
P  -1.952  0.415  1.361
H  2.573  1.493  1.225
H  2.424  2.251  -0.356
H  3.290  0.611  -0.040
H  1.324  -2.704  0.759
H  2.143  -1.559  1.733
H  2.728  -1.850  0.070
H  -1.148  2.991  0.107
H  0.158  3.364  -0.899
H  0.364  3.069  0.875
H  -0.243  -3.180  -0.598
H  -1.901  -2.570  -0.811
H  -1.283  -2.673  0.793
H  -2.705  -0.465  -1.383
H  -1.672  0.424  -2.559
H  -2.706  1.324  -1.448
H  -0.867  -0.236  2.005
H  -2.335  -0.969  1.216

Calculated values
Total charge = 0
Frontier orbital gap = 0.305 hartree
E_LUMO = 0.65 eV
DFT total energy = -732.486394 a.u.
SMILES = CC1=C(C)C(C)(P)C(C)=C1C
Relative energy (zero: lowest compared OMol25 entry of this formula, charge and spin) = 0.832 eV

Entry 4:
DFT (ωB97M-V with the def2-TZVPD basis set) results for a molecular structure, C10H18Ag2CuO12S2 in a non-equilibrium geometry.

Element x y z (Å)
Ag  4.095  1.586  1.345
Ag  2.438  0.657  4.074
Cu  -0.191  -1.396  6.141
O  2.108  0.511  1.790
C  0.986  -0.221  1.457
C  0.353  -1.123  2.611
O  0.555  -0.821  3.954
H  1.209  -0.800  0.561
H  0.160  0.426  1.162
H  0.867  -2.070  2.444
H  -0.726  -1.095  2.460
O  -3.065  3.437  1.312
C  -3.178  2.224  1.533
O  -4.090  1.499  0.888
C  -4.226  0.181  1.233
C  -3.597  0.192  2.720
C  -2.622  1.399  2.705
H  -3.709  -0.388  0.461
H  -5.289  0.006  1.398
H  -3.187  -0.790  2.954
H  -4.387  0.419  3.437
H  -1.614  0.994  2.614
H  -2.714  2.111  3.526
C  -0.571  2.850  -1.891
C  0.250  1.564  -1.979
O  -0.473  0.763  -2.849
S  -1.039  1.664  -4.034
O  -2.407  1.358  -4.333
O  -0.082  1.690  -5.114
O  -0.976  3.082  -3.254
H  0.015  3.707  -1.561
H  -1.483  2.877  -1.294
H  0.347  1.111  -0.993
H  1.162  1.783  -2.536
C  3.125  -2.528  -0.915
C  2.289  -1.894  -2.056
O  2.585  -2.633  -3.253
S  4.043  -3.478  -3.196
O  5.099  -2.903  -4.099
O  3.652  -4.843  -3.318
O  4.338  -3.047  -1.576
H  2.621  -3.321  -0.363
H  3.503  -1.920  -0.094
H  2.611  -0.861  -2.189
H  1.215  -1.962  -1.882

Calculated values
Total charge = +3
Frontier orbital gap (spin up / spin down) = 0.216 / 0.091 hartree
E_LUMO (spin up / spin down) = -11.26 / -14.65 eV
DFT total energy = -4023.995034 a.u.
<S²> = 2.0235
Spin multiplicity = 3

Entry 5:
DFT (ωB97M-V with the def2-TZVPD basis set) results for a molecular structure, C10H18Br6O4S2 in a non-equilibrium geometry.

Element x y z (Å)
C  1.662  -1.169  0.884
Br  0.926  -1.945  2.525
Br  3.600  -1.724  0.717
Br  1.626  0.774  1.116
H  1.075  -1.487  0.022
C  0.829  -3.813  -0.997
Br  2.386  -3.237  -2.085
Br  -0.773  -2.917  -1.598
Br  1.212  -3.744  0.877
H  0.688  -4.867  -1.238
C  -1.463  -1.641  1.194
C  -1.186  -0.248  0.632
C  -1.510  0.939  1.595
S  -2.382  0.179  3.100
O  -3.796  0.062  2.739
O  -1.888  0.716  4.377
C  -1.554  -1.490  2.772
H  -0.811  -2.484  0.966
H  -2.504  -1.893  0.990
H  -1.752  -0.105  -0.288
H  -0.127  -0.211  0.373
H  -2.104  1.702  1.092
H  -0.580  1.301  2.032
H  -2.139  -2.273  3.254
H  -0.574  -1.502  3.249
C  1.622  2.969  -1.525
C  1.888  1.522  -1.803
C  0.820  1.038  -2.774
S  -0.805  1.928  -2.348
O  -1.520  0.959  -1.511
O  -1.409  2.740  -3.449
C  0.156  3.009  -1.087
H  1.822  3.512  -2.449
H  2.255  3.439  -0.771
H  1.883  0.922  -0.893
H  2.860  1.342  -2.263
H  0.646  -0.030  -2.647
H  1.059  1.247  -3.817
H  0.118  2.495  -0.127
H  -0.256  3.987  -0.838

Calculated values
Total charge = 0
Frontier orbital gap = 0.314 hartree
E_LUMO = -0.72 eV
DFT total energy = -16932.907577 a.u.
Relative energy (zero: lowest compared OMol25 entry of this formula, charge and spin) = 8.004 eV

Entry 6:
DFT (ωB97M-V with the def2-TZVPD basis set) results for a molecular structure, C10H18Cl2InN2 in a non-equilibrium geometry.

Element x y z (Å)
In  -0.782  2.270  -0.627
Cl  1.496  1.613  -0.784
Cl  -0.917  2.509  1.895
C  -1.845  4.092  -0.734
H  -2.901  3.937  -0.303
H  -2.054  4.095  -1.835
C  -1.069  -1.425  -0.944
C  -0.929  -0.236  -1.426
H  -1.676  -1.575  -0.062
C  -0.470  0.056  -2.810
H  -1.708  0.496  -1.034
C  -0.422  -1.208  -3.657
H  -1.128  0.811  -3.275
H  0.524  0.526  -2.688
C  0.312  -2.304  -2.847
H  -1.432  -1.520  -3.917
H  0.047  -0.958  -4.603
C  -0.334  -2.581  -1.524
H  0.388  -3.196  -3.468
H  1.298  -1.896  -2.629
H  -0.873  -3.547  -1.512
H  0.424  -2.721  -0.745
C  0.242  0.672  4.304
N  1.218  0.294  3.300
C  2.584  0.016  3.714
C  0.809  -0.032  2.097
N  0.435  -0.369  1.052
H  0.773  1.093  5.153
H  -0.376  -0.187  4.602
H  -0.425  1.423  3.857
H  2.853  -1.031  3.513
H  3.287  0.651  3.156
H  2.651  0.232  4.780

Calculated values
Total charge = -1
Frontier orbital gap (spin up / spin down) = 0.228 / 0.228 hartree
E_LUMO (spin up / spin down) = 2.98 / 2.98 eV
DFT total energy = -1611.797760 a.u.
Relative energy (zero: lowest compared OMol25 entry of this formula, charge and spin) = 0.000 eV